(1)
Below is a structure of composition C24H20ClDyNOP in a non-equilibrium geometry, with properties calculated with wB97M-V/def2-TZVPD.

Energy above the lowest of the compared OMol25 structures with the same formula, charge and spin, kcal per mole: 0.0
2S+1: 6
Energy, Eh: -2743.22547
LUMO (alpha / beta), eV: -0.41 / -0.30
⟨S²⟩: 9.36
HOMO (alpha / beta), eV: -7.7 / -7.7
Kohn-Sham gap (alpha / beta), eV: 7.3 / 7.4
Total charge: 0

Element x y z (Å)
C (-0.911, -1.997, 4.075)
C (-0.849, -1.875, 2.647)
C (0.524, -1.979, 2.257)
H (-1.697, -1.860, 1.951)
C (1.312, -2.174, 3.436)
C (0.437, -2.087, 4.582)
H (0.723, -2.090, 5.636)
H (-1.790, -2.147, 4.708)
H (0.871, -2.042, 1.228)
H (2.342, -2.542, 3.474)
Dy (0.376, 0.151, 3.825)
Cl (2.591, 0.883, 3.022)
P (-0.035, 0.447, -0.849)
C (1.204, -0.694, -1.519)
C (0.971, -1.514, -2.641)
H (-0.003, -1.505, -3.139)
C (2.003, -2.345, -3.085)
H (1.809, -3.004, -3.923)
C (3.244, -2.372, -2.443)
H (4.020, -3.051, -2.797)
C (3.462, -1.559, -1.327)
H (4.414, -1.594, -0.811)
C (2.453, -0.739, -0.841)
H (2.627, -0.145, 0.065)
C (-1.716, -0.067, -1.329)
C (-2.071, -1.434, -1.195)
H (-1.341, -2.175, -0.841)
C (-3.359, -1.833, -1.538)
H (-3.628, -2.878, -1.424)
C (-4.306, -0.896, -1.958)
H (-5.322, -1.210, -2.182)
C (-3.971, 0.459, -2.021)
H (-4.727, 1.201, -2.262)
C (-2.685, 0.891, -1.708)
H (-2.419, 1.952, -1.757)
C (0.353, 2.115, -1.377)
C (0.927, 2.391, -2.631)
H (1.194, 1.579, -3.304)
C (1.145, 3.725, -2.986)
H (1.586, 3.951, -3.956)
C (0.840, 4.778, -2.110)
H (1.020, 5.816, -2.418)
C (0.335, 4.487, -0.834)
H (0.127, 5.299, -0.138)
C (0.114, 3.168, -0.455)
H (-0.246, 2.964, 0.554)
O (-0.683, 1.386, 7.970)
C (-0.646, 1.182, 6.794)
N (-0.618, 0.985, 5.576)

Mulliken atomic charge list, values in e, 8 entries: -0.277 -0.548 -0.142 0.449 -0.429 -1.011 0.466 0.385



(2)
Below is a structure of composition C24H20F3FeNO9S, with properties calculated with wB97M-V/def2-TZVPD.

Energy above the lowest of the compared OMol25 structures with the same formula, charge and spin, kcal per mole: 8.5
2S+1: 5
Energy, Eh: -3620.16313
LUMO (alpha / beta), eV: 4.13 / 4.13
⟨S²⟩: 6.01
HOMO (alpha / beta), eV: -2.0 / -2.1
Kohn-Sham gap (alpha / beta), eV: 6.2 / 6.3
Total charge: -2

Element x y z (Å)
Fe (0.512, -0.603, -1.710)
O (1.246, -6.856, 0.137)
C (0.966, -5.524, -0.039)
C (0.366, -5.049, -1.189)
C (0.138, -3.687, -1.294)
N (0.499, -2.805, -0.362)
C (0.998, -3.288, 0.786)
C (1.251, -4.638, 0.983)
C (1.227, -2.352, 1.993)
O (1.344, -2.913, 3.092)
O (1.249, -1.115, 1.756)
C (-0.675, -3.172, -2.488)
O (-1.151, -4.021, -3.247)
O (-0.826, -1.918, -2.532)
H (0.980, -7.312, -0.667)
H (0.038, -5.684, -2.003)
H (1.637, -4.962, 1.938)
C (4.188, 0.867, -1.308)
C (2.972, 0.795, -0.397)
C (3.375, 1.091, 1.047)
O (2.427, -0.520, -0.499)
C (1.921, 1.846, -0.832)
O (2.212, 3.040, -0.781)
O (0.787, 1.371, -1.198)
H (4.955, 0.182, -0.936)
H (4.578, 1.885, -1.313)
H (3.919, 0.581, -2.322)
H (4.134, 0.373, 1.368)
H (2.521, 1.002, 1.719)
H (3.776, 2.103, 1.103)
H (1.954, -0.737, 0.362)
O (-1.675, 0.376, -1.028)
S (-1.722, 1.843, -0.764)
C (-0.959, 2.153, 0.827)
C (-0.737, 1.102, 1.697)
C (-0.096, 1.353, 2.901)
C (0.297, 2.647, 3.219)
C (0.091, 3.688, 2.322)
C (-0.525, 3.440, 1.104)
C (-3.424, 2.091, -0.182)
C (-4.261, 0.992, -0.108)
C (-5.580, 1.165, 0.299)
C (-6.054, 2.428, 0.618)
C (-5.207, 3.529, 0.528)
C (-3.893, 3.362, 0.123)
H (-0.999, 0.095, 1.399)
H (0.142, 0.526, 3.555)
H (0.812, 2.837, 4.154)
H (0.455, 4.683, 2.548)
H (-0.606, 4.216, 0.352)
H (-3.860, 0.021, -0.375)
H (-6.237, 0.306, 0.363)
H (-7.082, 2.561, 0.933)
H (-5.574, 4.518, 0.774)
H (-3.229, 4.217, 0.058)
F (2.007, -1.737, -4.098)
C (1.426, -0.529, -3.696)
F (2.441, 0.397, -3.968)
F (0.532, -0.261, -4.724)

natural (NBO) atomic charge list, values in e, 8 entries: 1.495 -0.679 0.316 -0.325 0.126 -0.493 0.130 -0.298



(3)
Below is a cluster of 4 separate species, C24H20F4 in total in a non-equilibrium geometry, with properties calculated with wB97M-V/def2-TZVPD.

Energy above the lowest of the compared OMol25 structures with the same formula, charge and spin, kcal per mole: 5.2
Energy, Eh: -1325.98405
LUMO, eV: 0.76
HOMO, eV: -9.2
Kohn-Sham gap, eV: 10.0
Total charge: 0

Element x y z (Å)
F (-3.910, 2.247, -3.581)
C (-2.691, 1.905, -3.997)
C (-2.108, 0.747, -3.524)
C (-0.837, 0.367, -3.970)
C (-0.183, 1.210, -4.854)
C (-0.748, 2.404, -5.292)
C (-2.008, 2.761, -4.857)
H (-2.678, 0.166, -2.808)
H (-0.389, -0.537, -3.588)
H (0.778, 0.891, -5.242)
H (-0.293, 3.033, -6.044)
H (-2.492, 3.657, -5.221)
F (6.324, -1.839, 2.390)
C (5.284, -1.343, 3.098)
C (4.017, -1.869, 2.869)
C (2.938, -1.373, 3.578)
C (3.144, -0.339, 4.496)
C (4.408, 0.203, 4.679)
C (5.494, -0.308, 3.974)
H (3.951, -2.553, 2.031)
H (1.993, -1.814, 3.286)
H (2.295, 0.059, 5.037)
H (4.587, 1.029, 5.353)
H (6.494, 0.085, 4.108)
F (0.059, -0.523, 1.159)
C (0.668, 0.539, 0.603)
C (0.235, 1.018, -0.617)
C (0.908, 2.083, -1.204)
C (1.904, 2.749, -0.516)
C (2.260, 2.320, 0.763)
C (1.655, 1.192, 1.316)
H (-0.556, 0.505, -1.147)
H (0.558, 2.452, -2.160)
H (2.396, 3.622, -0.924)
H (3.019, 2.792, 1.371)
H (2.006, 0.851, 2.280)
F (-4.604, 0.090, 1.521)
C (-4.305, -1.095, 0.996)
C (-5.262, -1.805, 0.273)
C (-4.991, -3.103, -0.091)
C (-3.752, -3.691, 0.186)
C (-2.782, -2.948, 0.829)
C (-3.071, -1.647, 1.244)
H (-6.263, -1.427, 0.108)
H (-5.742, -3.621, -0.673)
H (-3.549, -4.709, -0.120)
H (-1.789, -3.331, 1.018)
H (-2.368, -1.102, 1.861)

natural (NBO) atomic charge list, values in e, 8 entries: -0.317 0.399 -0.293 -0.198 -0.233 -0.199 -0.280 0.232



(4)
Below is a structure of composition C24H20FeI2N2OP in a non-equilibrium geometry, with properties calculated with wB97M-V/def2-TZVPD.

Energy, Eh: -3311.47783
LUMO (alpha / beta), eV: -3.96 / -3.96
HOMO (alpha / beta), eV: -11.4 / -11.4
Kohn-Sham gap (alpha / beta), eV: 7.4 / 7.4
Total charge: +1

Element x y z (Å)
Fe (-0.017, -0.039, 0.010)
C (6.869, -0.073, 1.350)
C (6.040, -1.161, 1.583)
C (4.704, -1.104, 1.215)
C (4.197, 0.046, 0.615)
C (5.026, 1.142, 0.389)
C (6.362, 1.076, 0.757)
P (2.419, 0.122, 0.283)
C (2.124, 1.423, -0.954)
C (0.979, 2.208, -0.799)
C (0.608, 3.116, -1.790)
C (1.366, 3.226, -2.941)
C (2.488, 2.416, -3.116)
C (2.860, 1.510, -2.136)
C (1.694, 0.811, 1.804)
C (2.370, 1.486, 2.816)
C (1.669, 1.847, 3.959)
C (0.322, 1.527, 4.084)
C (-0.352, 0.875, 3.052)
C (0.337, 0.503, 1.904)
H (7.913, -0.116, 1.635)
H (6.434, -2.056, 2.048)
H (4.052, -1.949, 1.402)
H (4.631, 2.048, -0.054)
H (7.006, 1.928, 0.581)
H (0.422, 2.181, 0.136)
H (-0.262, 3.743, -1.646)
H (1.091, 3.943, -3.703)
H (3.067, 2.485, -4.028)
H (3.730, 0.880, -2.282)
H (3.423, 1.726, 2.717)
H (2.175, 2.374, 4.758)
H (-0.213, 1.783, 4.990)
H (-1.406, 0.640, 3.170)
I (-1.044, 4.299, 1.754)
I (0.077, 6.394, 0.564)
N (-3.807, -2.991, -2.505)
C (-4.610, -2.062, -1.923)
O (-5.795, -1.970, -2.149)
C (-3.951, -1.074, -0.990)
C (-4.778, -0.318, -0.168)
C (-4.230, 0.678, 0.618)
C (-2.869, 0.906, 0.551)
N (-2.063, 0.181, -0.227)
C (-2.600, -0.792, -0.983)
H (-4.253, -3.652, -3.120)
H (-2.907, -3.237, -2.136)
H (-5.842, -0.518, -0.176)
H (-4.846, 1.285, 1.266)
H (-2.399, 1.697, 1.118)
H (-1.910, -1.329, -1.624)

natural (NBO) atomic charge list, values in e, 8 entries: 0.995 -0.181 -0.187 -0.219 -0.253 -0.232 -0.200 0.817